Record 1
Entry from OMol25: 13 unconnected molecules or ions with the total composition C5H36N2O13 at a distorted geometry (the ωB97M-V functional and the def2-TZVPD basis).

XYZ file:
```
56
Properties=species:S:1:pos:R:3:mulliken_charge:R:1
C 3.32947 -1.26392 -0.66140 -0.50
C 2.30016 -2.10478 -1.37726 0.65
N 1.48376 -1.60390 -2.35939 0.22
C 1.22188 -0.17129 -2.23095 -1.66
C 0.23022 0.26560 -1.18469 1.34
N -1.02416 -0.47707 -1.30065 0.08
C -1.78432 -0.20203 -2.50041 -1.04
O 2.09496 -3.24324 -0.94318 -0.76
H 2.81174 -0.67663 0.07225 -0.36
H 3.85902 -0.59880 -1.33831 0.38
H 4.11260 -1.90404 -0.27514 0.42
H 0.72011 -2.15397 -2.81222 0.34
H 2.11224 0.39128 -2.05297 0.48
H 1.00913 0.19847 -3.23446 0.30
H 0.55286 0.18604 -0.15258 0.56
H 0.06918 1.29589 -1.43091 -1.29
H -1.58352 -0.39251 -0.48340 0.22
H -1.15318 -0.44079 -3.35225 0.31
H -2.02328 0.84782 -2.62526 0.09
H -2.66748 -0.82589 -2.56252 0.44
H 1.11514 -3.60012 0.68217 0.39
H -0.14674 -3.17234 1.46221 0.27
O 0.65461 -3.69094 1.52831 -0.65
H 1.17743 2.79191 -3.22517 0.28
H 0.59642 2.91061 -1.80569 0.30
O 1.42683 2.73688 -2.31331 -0.64
H -1.08266 -2.60822 -1.11737 0.31
H -0.96820 -4.07113 -0.46968 0.38
O -1.36270 -3.54340 -1.19217 -0.70
H 0.01012 4.52836 1.67789 0.36
H -1.04631 3.46188 1.90565 0.36
O -0.90444 4.44094 1.92522 -0.66
H 2.09673 3.78073 0.25451 0.32
H 2.34838 4.23399 1.75140 0.26
O 1.87431 3.65739 1.19021 -0.71
H -3.06812 2.29434 1.64491 0.22
H -1.88507 1.34042 2.10123 0.43
O -2.16715 2.03241 1.43894 -0.59
H -2.54553 0.56671 4.24646 0.33
H -1.13033 0.26302 3.94401 0.34
O -1.98654 0.37893 3.45226 -0.84
H -1.18089 -2.62376 -4.11772 0.31
H -0.96825 -3.57378 -2.94865 0.41
O -0.52426 -3.26751 -3.77697 -0.72
H -2.32824 2.87834 -1.60843 0.26
H -1.51770 2.71877 -0.25574 0.31
O -1.47589 2.55802 -1.24192 -0.59
H 2.53150 0.50950 1.53515 0.23
H 2.13160 1.95359 1.76512 0.39
O 2.09162 1.10375 2.15492 -0.64
H -2.09955 -1.23128 2.63889 0.42
H -2.89721 -2.34883 1.70723 0.28
O -2.06734 -2.09149 2.11687 -0.61
H 0.35394 -0.20460 5.24514 0.34
H -0.32685 -1.52730 5.01500 0.36
O -0.40006 -0.71198 5.49481 -0.70
```

## Properties
DFT total energy: -1299.7354 a.u.
Relative energy (zero: lowest compared OMol25 entry of this formula, charge and spin): 75.96 kcal/mol
E_HOMO: -8.859 eV
Orbital gap: 8.73 eV
LUMO energy: -0.005 hartree
M: 332.34 g/mol


Record 2
Entry from OMol25: 2 unconnected molecules or ions with the total composition C2HCl2NO2 at a distorted geometry (the ωB97M-V functional and the def2-TZVPD basis).

XYZ file:
```
8
Properties=species:S:1:pos:R:3:mulliken_charge:R:1
C -0.36958 1.51231 0.83231 -0.15
C 0.29992 0.85907 0.08792 -0.20
N 1.22597 0.19063 -0.65955 0.81
O 0.81731 -0.53012 -1.50597 -0.46
O 2.39211 0.37090 -0.35042 -0.49
Cl -1.81810 -2.88781 0.94725 -0.02
Cl -1.66290 -1.70237 -0.71967 0.01
H -0.88473 2.18739 1.36813 0.50
```

## Properties
DFT total energy: -1202.1869 a.u.
Relative energy (zero: lowest compared OMol25 entry of this formula, charge and spin): 80.47 kcal/mol
E_HOMO: -10.903 eV
Orbital gap: 9.56 eV
LUMO energy: -0.049 hartree
M: 141.94 g/mol
SMILES string: C#C[N+](=O)[O-].ClCl


Record 3
Entry from OMol25: C2H3BF2O in the gas phase at a distorted geometry (the ωB97M-V functional and the def2-TZVPD basis).

XYZ file:
```
9
Properties=species:S:1:pos:R:3:mulliken_charge:R:1
B -1.71187 -0.39740 0.49085 0.35
C 0.33559 0.28697 -0.23113 0.61
C 1.61624 0.02991 -0.43558 -0.39
O -0.72750 -0.44493 -0.40619 -0.40
F -0.05409 1.56250 0.16699 -0.23
F 2.23403 -1.09637 -0.94063 -0.19
H -1.34357 0.12533 1.43357 -0.09
H -2.83316 -0.71851 0.24685 -0.06
H 2.48433 0.65249 -0.32474 0.39
```

## Properties
DFT total energy: -377.6101 a.u.
Relative energy (zero: lowest compared OMol25 entry of this formula, charge and spin): 21.61 kcal/mol
E_HOMO (alpha / beta): -5.370 / -11.766 eV
Orbital gap (alpha / beta): 6.08 / 9.32 eV
2S+1: 3
LUMO energy (alpha / beta): 0.026 / -0.090 hartree
M: 91.85 g/mol
⟨S²⟩: 2.006


Record 4
Entry from OMol25: C9H9BO2 in the gas phase at a distorted geometry (the ωB97M-V functional and the def2-TZVPD basis).

XYZ file:
```
21
Properties=species:S:1:pos:R:3:mulliken_charge:R:1
B -1.52621 0.40293 0.61046 0.81
C -0.58624 2.44530 2.33004 -0.92
C 1.86861 1.79504 1.36485 -0.99
C -0.73701 1.44198 1.49023 0.32
C 0.66522 2.00558 1.84346 0.33
C 1.84698 0.75598 0.46823 0.41
C 1.36324 -0.11520 -0.21367 -0.54
C 0.28440 -0.85119 -0.83530 1.56
C 0.26621 -0.64080 -2.33402 -1.54
C 0.43175 -2.40119 -0.65491 -1.62
O -1.01935 -0.39263 -0.28003 -0.66
O -2.91786 0.32445 0.74358 -0.61
H -1.25199 3.11341 2.96224 0.27
H 2.74971 2.31734 1.64297 0.43
H 0.25631 0.48173 -2.56943 0.32
H -0.59398 -1.08061 -2.69558 0.44
H 1.08310 -1.19419 -2.62479 0.46
H 0.23975 -2.70647 0.39648 0.40
H 1.49478 -2.71220 -0.66247 0.40
H -0.38927 -2.80346 -1.15295 0.45
H -3.52815 -0.18580 0.17061 0.28
```

## Properties
DFT total energy: -523.4464 a.u.
Relative energy (zero: lowest compared OMol25 entry of this formula, charge and spin): 61.44 kcal/mol
E_HOMO (alpha / beta): -5.044 / -9.667 eV
Orbital gap (alpha / beta): 5.71 / 7.42 eV
2S+1: 3
LUMO energy (alpha / beta): 0.025 / -0.083 hartree
M: 159.98 g/mol
⟨S²⟩: 2.026


Record 5
Entry from OMol25: C3H5NO3 in the gas phase (the ωB97M-V functional and the def2-TZVPD basis).

XYZ file:
```
12
Properties=species:S:1:pos:R:3:mulliken_charge:R:1
N -1.11322 0.35249 0.15475 -0.24
C 0.42525 0.78810 0.50085 0.43
O 0.67466 1.82423 1.03258 -0.57
C 1.07689 -0.59381 0.51671 -0.22
O 0.26891 -1.35511 -0.36697 -0.44
C -0.43320 -0.33006 -1.06595 0.17
O 0.32208 0.66907 -1.42054 -0.66
H -1.63347 1.18512 -0.10776 0.30
H -1.61164 -0.20369 0.85245 0.27
H 2.10494 -0.51132 0.16086 0.26
H 1.04562 -1.03543 1.51945 0.29
H -1.12683 -0.78958 -1.77643 0.41
```

## Properties
DFT total energy: -397.7290 a.u.
Relative energy (zero: lowest compared OMol25 entry of this formula, charge and spin): 67.56 kcal/mol
E_HOMO: -9.907 eV
Orbital gap: 10.43 eV
LUMO energy: 0.019 hartree
M: 103.08 g/mol
SMILES string: O=C1CO[C@H]([O-])[NH2+]1


Record 6
Entry from OMol25: C5H9NO in the gas phase at a distorted geometry (the ωB97M-V functional and the def2-TZVPD basis).

XYZ file:
```
16
Properties=species:S:1:pos:R:3:mulliken_charge:R:1
C 1.54835 1.32115 -1.56429 -1.21
C -1.53490 -1.98051 0.32668 -1.05
C 1.03993 1.26123 -0.14181 0.84
C -0.08452 -0.00701 0.60436 0.36
N -0.24812 0.24578 1.92591 -0.56
C -0.58211 -0.66378 -0.37885 -0.52
O 1.43135 2.05898 0.70112 -0.59
H 0.31195 1.06247 2.19697 0.31
H -1.21570 0.30849 2.22081 0.20
H -0.41929 -0.78757 -1.43327 0.35
H 2.32800 2.08416 -1.65967 0.33
H 1.97017 0.35245 -1.84481 0.31
H 0.72156 1.56151 -2.23701 0.31
H -1.00186 -2.91764 0.16709 0.28
H -2.45274 -1.97829 -0.26196 0.33
H -1.81206 -1.92141 1.37872 0.31
```

## Properties
DFT total energy: -325.8142 a.u.
Relative energy (zero: lowest compared OMol25 entry of this formula, charge and spin): 77.43 kcal/mol
E_HOMO: -8.455 eV
Orbital gap: 9.40 eV
LUMO energy: 0.035 hartree
M: 99.13 g/mol
SMILES string: C/C=C(\N)C(C)=O